{
  "formula": "C3H4NO",
  "method": "ωB97M-V with the def2-TZVPD basis set",
  "charge": 1,
  "de_lowest_kcal_mol": 96.9,
  "largest_force_ev_per_a": 5.10,
  "gap_ev": 9.9,
  "e_homo_ha": -0.653,
  "species": ["C", "C", "C", "N", "O", "H", "H", "H", "H"],
  "positions_angstrom": [[0.071, -0.244, 0.036], [-0.160, -1.389, 0.614], [-0.248, 1.123, -0.380], [1.288, 0.001, -0.492], [1.064, 1.198, -0.820], [0.687, -2.207, 0.592], [-1.086, -1.439, 1.132], [-1.059, 1.180, -1.093], [-0.557, 1.778, 0.412]],
  "forces_ev_per_a": [[1.4, 0.9, -1.3], [1.2, -2.7, 1.0], [-4.8, 0.8, 1.5], [3.0, -1.9, -0.3], [1.0, 1.2, -1.1], [-2.0, 1.6, 0.2], [-0.6, -1.0, 0.5], [0.4, 0.2, -0.9], [0.5, 0.8, 0.4]]
}

***

{
  "formula": "C20H23FN4O4S",
  "method": "ωB97M-V with the def2-TZVPD basis set",
  "smiles": "O=C(CN(C(=O)CCC(=O)Nc1nccs1)c1ccc(F)cc1)NC[C@H]1CCCO1",
  "de_lowest_kcal_mol": 0.6,
  "largest_force_ev_per_a": 1.16,
  "gap_ev": 9.4,
  "e_homo_ha": -0.325,
  "species": ["O", "C", "C", "N", "C", "O", "C", "C", "C", "O", "N", "C", "N", "C", "C", "S", "C", "C", "C", "C", "F", "C", "C", "N", "C", "C", "C", "C", "C", "O", "H", "H", "H", "H", "H", "H", "H", "H", "H", "H", "H", "H", "H", "H", "H", "H", "H", "H", "H", "H", "H", "H", "H"],
  "positions_angstrom": [[2.944, 0.483, -2.731], [1.794, 0.382, -2.352], [0.934, -0.845, -2.686], [0.336, -1.415, -1.494], [-0.991, -1.284, -1.281], [-1.732, -0.767, -2.100], [-1.514, -1.735, 0.070], [-1.648, -0.483, 0.959], [-2.175, 0.669, 0.142], [-1.473, 1.577, -0.255], [-3.511, 0.693, -0.163], [-4.512, -0.172, 0.169], [-4.437, -1.190, 0.952], [-5.633, -1.816, 1.079], [-6.659, -1.271, 0.383], [-6.121, 0.112, -0.497], [1.234, -2.091, -0.621], [1.548, -3.421, -0.882], [2.446, -4.096, -0.076], [3.025, -3.419, 0.983], [3.899, -4.072, 1.774], [2.731, -2.095, 1.254], [1.830, -1.427, 0.443], [1.152, 1.317, -1.636], [1.820, 2.502, -1.154], [2.500, 2.249, 0.207], [2.993, 3.554, 0.841], [1.750, 4.050, 1.589], [0.895, 2.781, 1.764], [1.599, 1.710, 1.156], [1.568, -1.583, -3.184], [0.117, -0.547, -3.351], [-2.503, -2.171, -0.076], [-0.861, -2.464, 0.545], [-2.327, -0.698, 1.783], [-0.669, -0.190, 1.342], [-3.768, 1.439, -0.801], [-5.691, -2.685, 1.707], [-7.679, -1.588, 0.327], [1.082, -3.924, -1.716], [2.702, -5.127, -0.260], [3.205, -1.597, 2.084], [1.600, -0.392, 0.639], [0.210, 1.171, -1.296], [1.078, 3.296, -1.064], [2.587, 2.781, -1.880], [3.293, 1.508, 0.068], [3.800, 3.338, 1.542], [3.351, 4.261, 0.098], [1.213, 4.794, 1.002], [2.007, 4.495, 2.548], [0.752, 2.511, 2.814], [-0.088, 2.889, 1.291]],
  "forces_ev_per_a": [[0.4, 0.0, -0.1], [-0.4, -0.4, -0.2], [0.1, 0.1, -0.3], [0.4, 0.0, -0.3], [-0.2, -0.5, 0.3], [-0.2, 0.1, -0.1], [-0.1, 0.0, -0.2], [0.1, 0.0, 0.0], [0.0, -0.1, 0.5], [0.1, 0.2, -0.1], [-0.1, 0.7, -0.4], [-1.1, -0.1, -0.2], [0.8, 0.2, 0.1], [-0.8, 0.0, -0.2], [0.1, 0.0, 0.0], [0.6, -0.3, 0.3], [0.2, -0.2, 0.3], [0.0, 0.2, 0.1], [0.1, 0.0, 0.2], [-0.1, 0.1, -0.1], [0.0, 0.0, -0.1], [0.1, -0.2, 0.1], [0.0, -0.1, -0.2], [-0.3, 0.3, 0.2], [0.3, -0.2, 0.3], [0.3, 0.2, -0.5], [-0.1, -0.3, 0.0], [0.0, -0.1, 0.0], [-0.4, 0.2, 0.2], [0.0, -0.2, 0.0], [0.0, 0.1, 0.1], [0.2, -0.1, 0.1], [0.1, 0.0, -0.1], [-0.1, 0.0, 0.0], [0.1, 0.0, 0.0], [-0.1, 0.1, -0.1], [0.2, -0.1, 0.1], [-0.1, -0.2, 0.1], [-0.2, -0.1, 0.0], [-0.1, 0.0, -0.1], [0.0, -0.1, 0.0], [0.1, 0.0, 0.1], [-0.1, 0.1, 0.0], [0.0, -0.1, -0.1], [0.0, 0.1, 0.0], [-0.1, 0.1, 0.1], [-0.1, 0.1, 0.0], [0.0, 0.0, 0.0], [0.1, 0.1, 0.0], [0.0, 0.0, 0.0], [0.0, 0.1, 0.0], [0.0, 0.1, -0.1], [0.1, 0.0, 0.1]]
}

***

{
  "formula": "C5H10O2",
  "method": "ωB97M-V with the def2-TZVPD basis set",
  "de_lowest_kcal_mol": 135.8,
  "largest_force_ev_per_a": 2.93,
  "gap_ev": [6.5, 6.5],
  "e_homo_ha": [-0.269, -0.269],
  "species": ["C", "C", "C", "O", "H", "H", "H", "H", "H", "H", "C", "C", "O", "H", "H", "H", "H"],
  "positions_angstrom": [[0.128, 1.190, -1.939], [0.872, 0.068, 0.286], [-0.150, 0.779, -0.535], [1.404, 0.870, 1.326], [0.991, 0.585, 2.155], [1.694, -0.293, -0.343], [-0.780, 1.466, 0.026], [0.669, 0.414, -2.480], [0.708, 2.124, -1.955], [-0.810, 1.394, -2.467], [0.109, -1.224, 0.727], [-0.837, -0.979, 1.748], [-0.612, -1.255, -0.893], [-1.534, -1.235, -0.604], [0.740, -2.109, 0.834], [-1.301, -0.003, 1.817], [-1.292, -1.793, 2.299]],
  "forces_ev_per_a": [[-0.5, -0.2, -0.2], [0.2, -1.0, 0.3], [1.3, -1.0, -0.9], [-0.2, -0.1, -0.5], [-0.2, -0.2, -0.1], [0.0, 0.4, -0.1], [-0.6, -0.6, 0.1], [0.0, 0.1, 0.1], [0.0, -0.1, 0.2], [0.1, 0.0, 0.0], [-0.1, 1.6, 2.4], [0.7, -0.6, -1.1], [-0.1, 1.9, -0.1], [-0.1, -0.3, 0.1], [-0.5, 0.0, -0.6], [-0.1, 0.1, 0.1], [0.2, 0.1, 0.0]]
}